Entry A
8
Properties=species:S:1:pos:R:3 method="wB97M-V/def2-TZVPD" orbital_gap_ev=10.743 lumo_ev=1.002
C -1.483 -2.413 -2.295
C 0.108 0.200 -0.446
N -0.363 -0.794 0.499
O -0.722 -3.174 -2.634
O 0.229 -1.269 -0.665
H -0.685 0.573 -1.127
H 1.040 0.671 -0.263
H 0.285 -0.785 1.326

Entry B
8
Properties=species:S:1:pos:R:3 method="wB97M-V/def2-TZVPD" smiles="O=CNC=O" orbital_gap_ev=11.139 lumo_ev=0.668
O 0.403 -1.160 -1.387
C 0.843 -0.172 -0.849
N 0.200 0.471 0.192
C -1.004 -0.059 0.683
O -1.317 -0.037 1.844
H 1.801 0.295 -1.135
H 0.706 1.130 0.772
H -1.632 -0.469 -0.119

Entry C
8
Properties=species:S:1:pos:R:3 method="wB97M-V/def2-TZVPD" smiles="C1=NOCO1" orbital_gap_ev=10.166 lumo_ev=0.880
C 0.657 1.052 -0.024
N -0.196 1.307 0.811
O -0.959 0.119 0.832
C -0.553 -0.836 -0.212
O 0.553 -0.070 -0.753
H 1.728 1.363 -0.105
H -1.317 -1.305 -0.845
H 0.087 -1.630 0.294

Entry D
8
Properties=species:S:1:pos:R:3 method="wB97M-V/def2-TZVPD" orbital_gap_ev="8.402 / 8.383" lumo_ev="0.025 / 0.124"
C -0.631 -0.591 0.674
C 0.966 -0.167 -0.879
N -0.591 0.727 0.478
O -1.318 -1.395 1.201
O 0.514 1.021 -0.277
H 1.889 -0.592 -0.794
H 0.191 -0.538 -1.518
H -1.018 1.534 1.114

The most stable of them is entry B.

Entry A
61
Properties=species:S:1:pos:R:3 method="wB97M-V/def2-TZVPD" smiles="COc1ccccc1N1CCN([C@H]2CCCN(C(=O)CCc3cnccn3)C2)CC1" orbital_gap_ev=7.548 lumo_ev=0.369
C -6.018 -3.196 0.589
O -5.105 -2.130 0.539
C -5.590 -0.843 0.578
C -6.940 -0.544 0.570
C -7.384 0.767 0.666
C -6.464 1.787 0.770
C -5.110 1.503 0.755
C -4.631 0.198 0.648
N -3.277 -0.112 0.707
C -2.318 0.878 1.149
C -1.749 1.715 -0.013
N -1.178 0.891 -1.070
C 0.183 0.447 -0.783
C 0.632 -0.784 -1.573
C 2.100 -1.082 -1.270
C 2.984 0.127 -1.583
N 2.506 1.280 -0.856
C 3.157 1.995 0.089
O 2.616 2.902 0.696
C 4.609 1.629 0.354
C 4.718 0.385 1.255
C 6.020 -0.311 1.009
C 7.089 -0.276 1.904
N 8.237 -0.877 1.648
C 8.341 -1.524 0.497
C 7.285 -1.564 -0.404
N 6.137 -0.961 -0.148
C 1.129 1.604 -1.158
C -2.165 -0.094 -1.476
C -2.684 -0.955 -0.312
H -6.662 -3.223 -0.297
H -6.640 -3.153 1.489
H -5.410 -4.100 0.616
H -7.672 -1.335 0.509
H -8.444 0.974 0.665
H -6.791 2.813 0.854
H -4.415 2.324 0.823
H -2.768 1.522 1.904
H -1.497 0.330 1.627
H -0.991 2.399 0.368
H -2.549 2.305 -0.469
H 0.321 0.230 0.291
H 0.033 -1.656 -1.310
H 0.513 -0.589 -2.641
H 2.437 -1.935 -1.860
H 2.204 -1.342 -0.214
H 4.018 -0.104 -1.335
H 2.923 0.348 -2.657
H 5.071 2.482 0.852
H 5.132 1.460 -0.588
H 4.631 0.676 2.302
H 3.909 -0.309 1.021
H 7.021 0.247 2.848
H 9.286 -2.013 0.301
H 7.351 -2.086 -1.349
H 0.879 2.510 -0.607
H 1.026 1.805 -2.230
H -1.762 -0.721 -2.270
H -3.010 0.467 -1.890
H -3.417 -1.670 -0.676
H -1.857 -1.508 0.147

Entry B
61
Properties=species:S:1:pos:R:3 method="wB97M-V/def2-TZVPD" smiles="CCCCCCOC(=O)[C@@H](C#N)c1nc2ccccc2nc1N1CCN(CC)CC1" orbital_gap_ev=8.169 lumo_ev=-0.164
C 3.473 -1.547 -7.323
C 3.154 -1.441 -5.837
C 3.401 -0.029 -5.311
C 2.964 0.164 -3.859
C 3.796 -0.655 -2.872
C 3.476 -0.294 -1.424
O 2.121 -0.635 -1.125
C 1.260 0.333 -0.910
O 1.498 1.515 -0.897
C -0.133 -0.231 -0.609
C -0.377 -1.412 -1.402
N -0.596 -2.326 -2.051
C -0.177 -0.592 0.869
N 0.523 -1.630 1.212
C 0.400 -2.127 2.462
C 1.171 -3.225 2.874
C 0.955 -3.773 4.110
C -0.032 -3.251 4.962
C -0.795 -2.178 4.586
C -0.580 -1.579 3.331
N -1.266 -0.475 2.978
C -1.035 0.082 1.806
N -1.728 1.217 1.490
C -1.069 2.404 0.972
C -2.075 3.212 0.155
N -3.166 3.594 1.026
C -4.050 4.610 0.494
C -4.863 4.229 -0.748
C -3.827 2.414 1.543
C -2.829 1.592 2.358
H 2.847 -0.867 -7.898
H 3.299 -2.558 -7.681
H 4.514 -1.291 -7.509
H 3.773 -2.154 -5.289
H 2.109 -1.710 -5.669
H 2.847 0.677 -5.934
H 4.462 0.213 -5.404
H 3.052 1.222 -3.602
H 1.912 -0.117 -3.763
H 3.600 -1.718 -3.013
H 4.858 -0.470 -3.039
H 4.095 -0.874 -0.734
H 3.622 0.776 -1.245
H -0.894 0.518 -0.844
H 1.915 -3.614 2.197
H 1.541 -4.618 4.439
H -0.185 -3.707 5.930
H -1.547 -1.757 5.235
H -0.193 2.157 0.375
H -0.739 3.025 1.817
H -1.592 4.113 -0.227
H -2.415 2.604 -0.703
H -3.432 5.482 0.264
H -4.736 4.889 1.299
H -4.207 3.978 -1.579
H -5.484 5.069 -1.046
H -5.510 3.380 -0.543
H -4.651 2.726 2.187
H -4.231 1.775 0.738
H -3.296 0.683 2.737
H -2.470 2.185 3.208

The most stable of them is entry B.

Entry A
15
Properties=species:S:1:pos:R:3 method="wB97M-V/def2-TZVPD" orbital_gap_ev=10.067 lumo_ev=0.706
N 2.509 -0.520 0.151
N 1.238 -1.222 -0.068
C 0.246 -0.431 0.001
N 0.329 1.011 -0.306
N -0.666 1.859 0.334
C -1.099 -1.296 0.006
N -2.266 -0.560 -0.245
O -0.752 -2.446 0.292
H 3.110 -1.460 -0.041
H 2.657 -0.086 -0.680
H 1.414 1.197 -0.066
H -0.856 2.485 -0.444
H -0.853 2.144 1.241
H -3.044 -1.113 -0.388
H -1.966 0.438 0.212

Entry B
15
Properties=species:S:1:pos:R:3 method="wB97M-V/def2-TZVPD" orbital_gap_ev=8.976 lumo_ev=-0.208
C -0.906 -0.639 -0.226
C 1.974 0.375 0.332
H -1.329 2.444 1.015
H 0.133 1.147 -0.290
H -2.917 -0.413 -0.033
H -0.007 -2.464 0.391
H 0.653 -0.333 1.705
H 2.209 1.087 1.347
H 1.918 0.027 -1.594
N -0.641 0.659 0.076
N -2.023 -1.134 -0.243
N 0.255 -1.333 -0.252
N 1.150 -0.834 0.780
N 2.202 0.712 -0.861
O -1.709 1.699 0.040

Entry C
15
Properties=species:S:1:pos:R:3 method="wB97M-V/def2-TZVPD" orbital_gap_ev=8.810 lumo_ev=0.840
C -0.065 -0.299 2.588
N 0.481 -0.392 1.415
N -0.012 0.358 0.433
C 0.198 0.199 -0.913
N 0.232 -0.933 -1.547
N -0.146 -2.017 -0.749
N 0.434 1.360 -1.726
O -0.411 2.535 -1.355
H 0.296 -1.079 3.358
H -0.957 0.225 3.016
H -0.756 1.028 0.475
H -0.365 -2.764 -1.332
H 0.465 -2.336 -0.018
H 0.306 1.110 -2.776
H 0.300 3.006 -0.869

The most stable of them is entry A.

Entry A
12
Properties=species:S:1:pos:R:3 method="wB97M-V/def2-TZVPD" smiles=O.O.O.O orbital_gap_ev=11.879 lumo_ev=0.668
O -4.140 3.151 2.385
H -4.756 2.413 2.415
H -3.980 3.333 1.457
O -1.153 3.292 3.612
H -2.116 3.397 3.614
H -0.950 3.608 4.501
O -2.539 -2.274 -3.173
H -3.214 -1.598 -3.126
H -2.103 -2.387 -2.328
O 7.991 -4.128 -2.961
H 8.463 -4.833 -2.488
H 7.081 -4.478 -2.914

Entry B
12
Properties=species:S:1:pos:R:3 method="wB97M-V/def2-TZVPD" smiles=O.O.O.O orbital_gap_ev=10.157 lumo_ev=-0.050
O 0.057 0.023 -0.643
H 0.703 0.327 -0.006
H 0.385 0.335 -1.486
O -0.876 -0.469 1.377
H 0.012 -0.200 1.614
H -0.768 -0.957 0.560
O -2.108 -0.664 -1.375
H -1.199 -0.582 -1.083
H -2.042 -0.901 -2.300
O 1.819 0.828 0.803
H 1.854 1.779 0.910
H 2.162 0.481 1.627

The most stable of them is entry A.

Entry A
13
Properties=species:S:1:pos:R:3 method="wB97M-V/def2-TZVPD" smiles=Cn1c(Cl)ccc1Cl orbital_gap_ev=8.879 lumo_ev=0.704
C -0.092 -1.897 -0.003
N 0.009 -0.439 0.061
C -1.077 0.457 -0.129
Cl -2.704 -0.141 -0.090
C -0.611 1.781 -0.074
C 0.808 1.686 0.007
C 1.069 0.355 0.139
Cl 2.680 -0.226 -0.141
H -0.691 -2.269 -0.872
H 0.936 -2.309 0.084
H -0.753 -2.232 0.909
H -1.053 2.766 -0.031
H 1.479 2.468 0.139

Entry B
13
Properties=species:S:1:pos:R:3 method="wB97M-V/def2-TZVPD" smiles="N[C@H]1C=C(Cl)C=C1Cl" orbital_gap_ev=8.839 lumo_ev=0.046
N 1.393 1.836 -0.594
C 0.685 1.115 0.437
C -0.772 1.080 0.383
C -1.232 -0.165 0.017
Cl -3.172 -0.288 -0.149
C -0.139 -1.315 0.090
C 0.978 -0.436 0.136
Cl 2.623 -0.894 -0.053
H 2.460 1.948 -0.292
H 0.867 2.701 -0.435
H 1.073 1.424 1.414
H -1.461 1.861 0.659
H -0.490 -2.371 -0.118

Entry C
13
Properties=species:S:1:pos:R:3 method="wB97M-V/def2-TZVPD" orbital_gap_ev="6.648 / 6.653" lumo_ev="-0.342 / -0.340"
C 2.249 1.113 1.637
C 1.096 0.981 0.882
C 0.571 -0.239 0.677
C 4.492 0.855 3.066
C -0.390 -0.421 -0.389
N 3.197 1.060 2.385
Cl 4.394 -0.640 3.806
Cl 4.718 2.306 3.962
H 0.851 1.633 0.137
H 0.828 -1.053 1.324
H -1.417 -0.411 -0.004
H -0.364 -1.350 -0.914
H -0.348 0.374 -1.108

The most stable of them is entry A.

Entry A
19
Properties=species:S:1:pos:R:3 method="wB97M-V/def2-TZVPD" smiles=CCS.CNC orbital_gap_ev=9.798 lumo_ev=0.912
C 1.476 0.053 -0.216
C 1.021 1.439 -0.644
S 0.514 1.562 -2.400
H 1.992 -0.469 -1.018
H 2.198 0.129 0.597
H 0.617 -0.515 0.102
H 0.297 1.865 0.054
H 1.847 2.154 -0.623
H -0.797 1.592 -2.219
C -0.584 -0.631 2.490
N -0.812 -1.943 1.886
C -1.951 -1.995 0.988
H -0.872 0.114 1.741
H 0.457 -0.544 2.790
H -1.283 -0.393 3.301
H -0.930 -2.643 2.603
H -2.368 -3.006 0.989
H -2.756 -1.310 1.285
H -1.677 -1.821 -0.058

Entry B
19
Properties=species:S:1:pos:R:3 method="wB97M-V/def2-TZVPD" smiles=CCN.CSC orbital_gap_ev=9.551 lumo_ev=0.988
C -1.163 0.673 0.756
C -2.011 -0.512 0.299
N -3.303 -0.043 -0.172
H -0.913 1.251 -0.139
H -0.230 0.368 1.227
H -1.733 1.290 1.449
H -2.175 -1.187 1.139
H -1.467 -1.078 -0.460
H -3.320 0.808 -0.705
H -3.866 -0.769 -0.580
C 1.685 -1.148 -1.027
S 2.343 -0.784 0.620
C 2.816 0.942 0.389
H 1.036 -2.010 -0.904
H 1.039 -0.316 -1.323
H 2.477 -1.330 -1.741
H 3.316 1.231 1.305
H 1.941 1.564 0.278
H 3.528 1.048 -0.412

Entry C
19
Properties=species:S:1:pos:R:3 method="wB97M-V/def2-TZVPD" smiles=CNC.CSC orbital_gap_ev=9.225 lumo_ev=0.870
C 2.760 -0.491 1.914
N 2.963 -1.430 0.819
C 3.779 -0.909 -0.262
H 1.887 0.147 1.884
H 3.774 0.027 1.729
H 2.806 -0.997 2.909
H 3.438 -2.175 1.290
H 4.233 -1.730 -0.887
H 3.116 -0.290 -0.880
H 4.570 -0.288 0.160
C -2.857 1.814 -1.934
S -4.181 1.902 -0.617
C -4.544 0.133 -0.047
H -3.064 0.804 -2.368
H -2.680 2.599 -2.686
H -2.043 1.610 -1.214
H -5.380 -0.311 -0.786
H -4.972 0.150 0.900
H -3.605 -0.567 0.076

Entry D
19
Properties=species:S:1:pos:R:3 method="wB97M-V/def2-TZVPD" smiles=CCN.CCS orbital_gap_ev=9.831 lumo_ev=0.790
C 0.816 -2.336 2.492
C 1.107 -1.738 1.076
N -0.063 -1.587 0.204
H 1.598 -3.083 2.590
H -0.236 -2.600 2.886
H 1.001 -1.492 3.187
H 1.901 -2.409 0.638
H 1.513 -0.716 1.126
H -0.684 -2.381 0.259
H -0.630 -0.825 0.620
C -0.041 0.750 -2.684
C 0.152 1.611 -1.330
S -1.082 1.739 0.037
H -0.205 -0.308 -2.514
H -0.834 1.042 -3.316
H 0.886 0.798 -3.294
H 1.133 1.374 -0.775
H 0.308 2.615 -1.757
H -0.202 1.543 1.004

The most stable of them is entry B.

Entry A
8
Properties=species:S:1:pos:R:3 method="wB97M-V/def2-TZVPD" orbital_gap_ev=5.710 charge=-1 lumo_ev=3.683
C -0.632 1.200 -0.009
C 0.256 -1.429 -0.049
C -1.728 0.478 -0.070
N 0.697 0.887 -0.005
O 1.073 -0.420 0.014
S -3.143 -0.256 0.016
H -0.740 2.285 -0.001
H 0.898 -2.335 0.011

Entry B
8
Properties=species:S:1:pos:R:3 method="wB97M-V/def2-TZVPD" smiles=[S-]c1cnoc1 orbital_gap_ev="6.408 / 6.410" charge=-1 lumo_ev="3.969 / 3.969"
S 2.532 0.202 -0.029
C 0.915 -0.027 0.003
C 0.001 -1.106 0.042
N -1.341 -0.827 0.075
O -1.563 0.471 0.018
C -0.412 1.192 0.099
H 0.376 -2.194 0.070
H -0.509 2.288 -0.277

The most stable of them is entry B.